# C38H57FN3O9

A cluster of 2 separate species, C38H57FN3O9 in total in a non-equilibrium geometry (the ωB97M-V functional and the def2-TZVPD basis, the OMol25 dataset).

Positions of all 108 atoms, in Å:
C: -1.9652 -3.6880 -4.1403
C: -0.6446 -4.1446 -3.4909
N: -0.3795 -5.5930 -3.6262
C: 0.8596 -5.9031 -2.8489
C: 0.6190 -6.7593 -1.5757
C: 0.3881 -5.8270 -0.3849
C: -0.8713 -5.5787 0.1073
C: -2.1287 -6.1964 -0.4717
C: -2.9561 -5.1605 -1.2550
F: -4.2761 -5.1275 -0.7896
C: -1.0353 -4.6941 1.1758
C: -2.3943 -4.3569 1.7530
C: -2.8994 -5.3678 2.7924
O: -3.7942 -5.0473 3.5327
O: -2.3846 -6.6305 2.8370
C: 0.0961 -4.0983 1.6904
C: 1.3673 -4.3450 1.2061
C: 1.5124 -5.2213 0.1586
O: 2.7894 -5.4700 -0.3107
N: 3.2061 -4.5084 -1.3152
O: 3.9298 -3.7219 -0.8804
C: 2.5474 -3.6103 1.8443
O: 3.6254 -4.1224 2.0366
C: 2.2324 -2.1857 2.2253
C: 3.2729 -1.1282 2.0461
C: 4.3155 -1.2645 3.2006
C: 3.7924 -0.8487 4.5715
O: 4.0695 -2.2542 4.1341
C: 1.0116 -1.9534 2.6851
O: 0.6180 -0.6851 3.0227
C: -0.6332 -0.3083 2.4549
C: -0.6533 -0.2737 0.9103
C: -2.0506 -0.7804 0.4544
C: -0.4642 1.1392 0.3114
C: 0.9353 1.6921 0.6571
C: -1.6171 2.1167 0.6429
C: 0.0185 -3.0952 2.8189
O: -0.7294 -3.1953 3.7666
C: -0.1558 -5.9427 -5.0072
C: 0.4340 -4.9509 -6.0068
O: -0.4646 -7.0426 -5.4147
H: -2.6316 -4.5183 -4.3766
H: -1.7737 -3.1292 -5.0609
H: -2.4727 -2.9789 -3.4806
H: -0.7004 -3.9496 -2.4145
H: 0.1781 -3.5138 -3.8585
H: 1.2730 -4.9445 -2.5350
H: 1.6066 -6.3506 -3.5120
H: -0.1926 -7.4667 -1.7008
H: 1.5569 -7.2830 -1.3756
H: -1.8575 -6.9576 -1.2019
H: -2.7398 -6.6966 0.2818
H: -3.0105 -5.3861 -2.3173
H: -2.5725 -4.1483 -1.0896
H: -2.4274 -3.3804 2.2225
H: -3.1730 -4.3355 0.9853
H: -1.4214 -6.6199 2.9127
H: 3.8328 -1.3317 1.1271
H: 2.8918 -0.1136 2.0981
H: 5.3480 -1.0212 2.9776
H: 2.7828 -1.1101 4.8644
H: 4.5554 -0.4384 5.2228
H: -0.8402 0.7031 2.8158
H: -1.4707 -0.9236 2.8010
H: 0.0703 -0.9385 0.4266
H: -2.8692 -0.2693 0.9641
H: -2.1455 -0.7121 -0.6330
H: -2.1048 -1.8419 0.7112
H: -0.4679 1.0134 -0.7790
H: 1.1738 1.6409 1.7214
H: 1.0381 2.6994 0.2359
H: 1.6480 1.0725 0.1008
H: -1.2505 3.1442 0.5598
H: -2.3843 1.9945 -0.1282
H: -2.1042 1.9001 1.5947
H: 1.1816 -4.2756 -5.5773
H: -0.3399 -4.3214 -6.4556
H: 0.9084 -5.4875 -6.8266
C: -0.0170 10.6907 -1.7219
C: -0.3616 10.2814 -0.2914
C: 0.7606 9.5056 0.4021
C: 1.0972 8.1308 -0.1476
N: 0.0126 7.0643 -0.0657
C: 0.6768 5.7243 0.2290
C: 0.8198 5.7141 1.7356
C: -0.4920 6.3234 2.2223
C: -0.9843 7.2114 1.0748
C: -0.7035 6.9702 -1.3776
H: 0.1108 9.8247 -2.3756
H: -0.8148 11.3041 -2.1386
H: 0.9022 11.2771 -1.7476
H: -1.2989 9.7170 -0.2859
H: -0.5514 11.1855 0.2894
H: 0.5539 9.4364 1.4736
H: 1.6745 10.1022 0.3378
H: 1.9555 7.7533 0.4063
H: 1.4055 8.1874 -1.1910
H: -0.0030 4.9404 -0.1037
H: 1.6173 5.6595 -0.3141
H: 1.6641 6.3292 2.0515
H: 0.9838 4.7118 2.1267
H: -0.3606 6.8835 3.1461
H: -1.2278 5.5458 2.4255
H: -1.1008 8.2499 1.3575
H: -1.9455 6.8548 0.7114
H: 0.0254 6.7484 -2.1533
H: -1.2032 7.9145 -1.5755
H: -1.4342 6.1673 -1.3186

Total charge: +1
LUMO energy (hartree): -0.0914
HOMO energy (eV): -10.927
Orbital gap (eV): 8.44

Results of the Mulliken charge analysis, in e, for atoms 1 through 2: number 1, C, carries -1.83; number 2, C, carries -0.55

# CFIO

A cluster of 2 separate species, CFIO in total in a non-equilibrium geometry (the ωB97M-V functional and the def2-TZVPD basis, the OMol25 dataset).

Positions of all 4 atoms, in Å:
C: -0.1701 -0.3401 -0.5864
O: -0.6607 -1.1901 0.0944
F: -0.1723 0.0992 -1.7878
I: 1.0031 1.4309 2.2798

Total charge: 0
LUMO energy (spin up / spin down) (hartree): -0.0444 / -0.1122
HOMO energy (spin up / spin down) (eV): -10.143 / -9.746
Orbital gap (spin up / spin down) (eV): 8.94 / 6.69

Results of the natural (NBO) charge analysis, in e, for atoms 1 through 2: number 1, C, carries 0.82; number 2, O, carries -0.48

# C25H33AsBClN8V

A structure of composition C25H33AsBClN8V (the ωB97M-V functional and the def2-TZVPD basis, the OMol25 dataset).

Positions of all 70 atoms, in Å:
V: 0.0118 -0.0097 -0.0497
C: -2.6590 -3.2830 0.2651
C: -1.5228 -2.7348 -0.3001
N: -1.3528 -1.4756 0.1378
N: -2.3880 -1.1999 0.9780
C: -3.1786 -2.2740 1.0642
B: -2.4616 0.1251 1.8306
N: -1.1947 0.1126 2.7142
C: -1.0054 0.0322 4.0402
C: 0.3446 -0.1377 4.2810
C: 0.9264 -0.1548 3.0252
N: 0.0025 0.0093 2.0667
N: -2.3435 1.3530 0.8606
C: -3.1069 2.4485 0.7977
C: -2.6226 3.2762 -0.2062
C: -1.5358 2.5985 -0.7291
N: -1.3641 1.4408 -0.0716
N: -3.7738 0.1868 2.5388
C: -5.0096 0.1841 1.9524
C: -5.9436 0.2306 2.9472
C: -5.1852 0.2584 4.1380
N: -3.8929 0.2287 3.8908
H: -3.0526 -4.2734 0.1205
H: -0.8201 -3.1840 -0.9825
H: -4.0548 -2.2666 1.6912
H: -1.8508 0.0940 4.7028
H: 0.8313 -0.2415 5.2341
H: 1.9712 -0.2816 2.7949
H: -3.9476 2.5767 1.4590
H: -3.0162 4.2288 -0.5135
H: -0.8699 2.8747 -1.5307
H: -5.1279 0.1495 0.8805
H: -7.0144 0.2433 2.8443
H: -5.5369 0.2967 5.1563
C: -0.2121 2.0101 -4.2396
C: 0.4145 0.6219 -4.1885
As: -0.1632 -0.4812 -2.6831
C: -2.0749 -0.7416 -3.0501
C: -2.4988 -0.7498 -4.5153
C: 0.7670 -2.1587 -3.1125
C: 0.1116 -3.0366 -4.1720
H: 0.0397 2.5026 -5.1785
H: 0.1512 2.6421 -3.4296
H: -1.3003 1.9720 -4.1721
H: 1.5040 0.6745 -4.1570
H: 0.1565 0.0476 -5.0793
H: -2.5808 0.0560 -2.5006
H: -2.3551 -1.6760 -2.5624
H: -2.2379 0.1736 -5.0300
H: -3.5820 -0.8562 -4.5752
H: -2.0600 -1.5805 -5.0627
H: 0.9088 -2.7128 -2.1830
H: 1.7642 -1.8486 -3.4349
H: -0.8943 -3.3421 -3.8824
H: 0.7026 -3.9402 -4.3194
H: 0.0509 -2.5274 -5.1330
Cl: 1.6282 6.0119 -0.7284
C: 1.8222 4.3420 -0.5318
C: 2.1114 3.5460 -1.6564
C: 2.2444 2.1966 -1.5052
C: 2.1321 1.5829 -0.2184
C: 2.3029 0.1980 -0.0688
C: 1.8541 2.4281 0.9034
C: 1.6984 3.7769 0.7470
H: 2.2350 4.0167 -2.6222
H: 2.4862 1.5757 -2.3581
H: 2.4934 -0.2258 0.9083
H: 2.6421 -0.3782 -0.9235
H: 1.7849 1.9956 1.8911
H: 1.4981 4.4173 1.5948

Total charge: +2
LUMO energy (spin up / spin down) (hartree): -0.2839 / -0.3224
2S+1: 4
HOMO energy (spin up / spin down) (eV): -14.194 / -14.203
Orbital gap (spin up / spin down) (eV): 6.47 / 5.43

Results of the natural (NBO) charge analysis, in e, for atoms 1 through 2: number 1, V, carries 1.46; number 2, C, carries -0.30

Q: Which value of total charge does entry 1 give?
A: +1